[1]
ORCA calculation (ωB97M-V/def2-TZVPD) on a molecular structure, C18H15AsF2N4STl.

Each line ends with the Löwdin charge.
CARTESIAN COORDINATES (ANGSTROEM)
Tl -0.244 0.623 -0.610  0.9551
F 4.917 -0.898 -1.245  0.1057
C 4.065 0.078 -0.928  -0.2558
C 2.712 -0.125 -1.138  -0.0434
C 1.851 0.902 -0.814  -0.2473
C 2.277 2.122 -0.282  -0.1241
C 3.653 2.242 -0.080  -0.1989
F 4.143 3.360 0.467  0.1013
C 4.558 1.248 -0.391  0.1070
C 1.308 3.193 0.086  -0.2056
C 1.626 4.545 0.108  0.0238
C 0.637 5.462 0.427  -0.0118
C -0.645 5.023 0.712  -0.0216
C -0.898 3.667 0.646  -0.0978
N 0.055 2.783 0.350  0.0041
H 2.380 -1.060 -1.565  0.1026
H 5.614 1.387 -0.212  0.1491
H 2.623 4.876 -0.134  0.1224
H 0.869 6.519 0.440  0.1249
H -1.437 5.712 0.968  0.1203
H -1.883 3.260 0.835  0.1153
N -2.342 0.897 -0.617  0.0322
C -3.289 0.195 -0.654  -0.1767
C -4.398 -0.578 -0.635  -0.2470
C -5.164 -0.750 -1.823  -0.2034
N -5.761 -0.878 -2.797  0.1698
C -4.735 -1.213 0.593  -0.2125
N -4.943 -1.740 1.595  0.1726
C -2.313 -3.684 0.176  -0.2291
As -0.541 -3.118 0.634  0.7413
C 0.115 -4.292 2.000  -0.2358
C 0.560 -3.394 -0.918  -0.2398
S -0.437 -1.126 1.398  0.1944
H -2.298 -4.758 -0.003  0.0543
H -2.639 -3.164 -0.724  0.0420
H -2.989 -3.443 0.995  0.0278
H 0.028 -5.322 1.659  0.0523
H -0.481 -4.145 2.898  0.0519
H 1.154 -4.046 2.206  0.0488
H 0.464 -4.431 -1.240  0.0539
H 1.596 -3.188 -0.658  0.0399
H 0.233 -2.741 -1.726  0.0377

Cartesian forces (eV/Å) of the 3 atoms listed first:
Tl -0.01 -0.14 0.65
F 0.00 0.00 0.00
C 0.03 0.02 -0.01

- Relative energy (zero: lowest compared OMol25 entry of this formula, charge and spin): 0.9371 eV
- Total charge: +1
- Electronic energy: -106663.725 eV
- E_HOMO: -11.599 eV
- Gap between HOMO and LUMO: 7.4475 eV
- Max |F|: 0.0130 Eh/bohr



[2]
ORCA calculation (ωB97M-V/def2-TZVPD) on a molecular structure, C18H15AuCl2F2N3O2Se.

Each line ends with the Löwdin charge.
CARTESIAN COORDINATES (ANGSTROEM)
Au -0.163 -0.152 0.111  0.5544
F 4.895 -0.737 -1.801  0.0270
C 4.085 -0.720 -0.709  -0.2983
C 2.730 -0.558 -0.887  -0.0843
C 1.871 -0.508 0.214  -0.2238
C 2.441 -0.631 1.511  -0.1410
C 3.810 -0.826 1.609  -0.2362
F 4.382 -1.021 2.830  0.0338
C 4.668 -0.873 0.529  0.0347
C 1.588 -0.523 2.747  -0.2312
C 2.020 0.104 3.915  -0.0131
C 1.155 0.197 4.989  -0.0741
C -0.128 -0.320 4.880  -0.0812
C -0.483 -0.904 3.677  -0.1460
N 0.353 -1.016 2.648  0.0717
H 2.353 -0.456 -1.896  0.0913
H 5.732 -1.017 0.655  0.1194
H 3.007 0.539 3.963  0.1105
H 1.475 0.687 5.900  0.0995
H -0.836 -0.262 5.697  0.0914
H -1.486 -1.293 3.519  0.1001
C -1.085 -2.759 -1.848  -0.0467
N -1.919 -1.792 -2.560  -0.1210
C -2.078 -1.730 -3.934  -0.0503
C -2.859 -0.664 -4.190  -0.0491
N -3.169 -0.098 -2.962  -0.1192
C -3.902 1.157 -2.765  -0.0447
C -2.569 -0.778 -1.965  -0.7011
Se -2.688 -0.392 -0.149  0.6243
H -0.576 -3.370 -2.589  0.0862
H -1.702 -3.378 -1.201  0.0876
H -0.372 -2.223 -1.230  0.0137
H -1.619 -2.444 -4.596  0.1167
H -3.231 -0.266 -5.118  0.1166
H -4.593 1.283 -3.597  0.0871
H -3.211 1.994 -2.711  0.0494
H -4.446 1.104 -1.828  0.0539
Cl -0.195 2.635 -1.963  0.5100
C -0.702 3.711 -0.606  -0.9577
Cl -2.502 3.732 -0.469  0.5287
C -0.039 3.351 0.722  -0.8553
O 0.667 4.283 1.155  -0.0416
O -0.285 2.229 1.181  -0.1314
H -0.396 4.706 -0.876  0.0393

Cartesian forces (eV/Å) of the 3 atoms listed first:
Au -0.10 -0.27 -0.27
F 0.06 -0.03 -0.04
C 0.07 -0.04 -0.05

- Relative energy (zero: lowest compared OMol25 entry of this formula, charge and spin): 0.4999 eV
- Total charge: -1
- Electronic energy: -126995.367 eV
- E_HOMO: -4.393 eV
- Gap between HOMO and LUMO: 6.7856 eV
- Max |F|: 0.0171 Eh/bohr



[3]
ORCA calculation (ωB97M-V/def2-TZVPD) on C18H15Cl2N5O3 in the gas phase.

Each line ends with the Löwdin charge.
CARTESIAN COORDINATES (ANGSTROEM)
O 1.185 1.824 1.023  0.0404
Cl -2.613 -0.409 -1.422  0.6831
Cl -3.560 2.723 -0.510  0.6794
N -0.226 -2.751 1.857  0.1845
N -0.257 0.905 -1.745  0.0519
O 0.187 -4.401 -0.551  0.0487
O -1.048 -2.847 4.684  0.0683
C 0.346 1.926 1.909  -0.4325
C 0.152 -2.263 0.686  -0.2115
C 0.212 2.138 -1.649  -0.1232
C -1.605 0.986 -1.438  -0.7776
C 0.361 -4.809 -1.839  -0.0902
C 0.701 -3.716 -2.617  -0.0453
C 0.658 -2.563 -1.744  -0.0074
C 0.330 -3.035 -0.504  -0.2098
C -1.957 2.249 -1.091  -0.6595
C -0.937 -0.444 4.686  0.0009
C -0.602 0.767 4.002  -0.0022
C -0.345 -1.675 2.728  -0.1770
C -0.738 -1.663 4.045  -0.2432
C -0.102 0.767 2.665  -0.0839
C 0.026 -0.504 2.107  -0.1319
N 0.349 -0.887 0.826  0.1950
N -0.175 3.165 2.217  0.0685
N -0.808 2.954 -1.175  -0.0618
C 0.232 4.385 1.508  -0.1632
C -0.745 4.424 -0.905  -0.1167
C -0.888 4.835 0.575  -0.1727
H -0.795 -3.521 4.035  0.0992
H 1.230 2.444 -1.782  0.1319
H 0.344 -5.813 -2.194  0.1129
H 0.967 -3.775 -3.671  0.1016
H 0.816 -1.514 -1.966  0.0932
H -1.277 -0.360 5.707  0.1094
H -0.676 1.729 4.525  0.1059
H 0.591 -0.225 0.091  0.1169
H -0.852 3.181 2.958  0.1231
H 0.400 5.134 2.304  0.1193
H 1.236 4.282 0.993  0.1425
H -1.508 4.945 -1.495  0.1196
H 0.188 4.823 -1.316  0.1253
H -1.852 4.560 0.979  0.0852
H -0.894 5.909 0.586  0.1030

Cartesian forces (eV/Å) of the 3 atoms listed first:
O 0.07 -0.23 -0.34
Cl 0.25 0.26 -0.04
Cl 1.69 0.09 -0.56

- Electronic energy: -57547.718 eV
- E_HOMO: -7.859 eV
- Gap between HOMO and LUMO: 8.2290 eV
- Max |F|: 0.0661 Eh/bohr



Question: Which formula does entry 1 have?
Answer: C18H15AsF2N4STl